DFT (the ωB97M-V functional and the def2-TZVPD basis) results for a 2-piece molecular cluster, C21H19F2O5S2 overall.

```
49
Properties=species:S:1:pos:R:3:mulliken_charge:R:1
C 1.73 -4.14 3.32 -0.91
C 2.72 -3.78 2.06 -0.22
O 1.84 -3.60 0.87 -0.34
C 2.43 -2.67 -0.09 0.00
C 3.91 -2.91 -0.82 0.29
F 4.75 -4.12 -0.55 -0.30
C 4.56 -1.82 -1.90 -0.18
S 6.25 -2.17 -2.72 -0.19
C 3.74 -0.41 -2.27 -0.11
S 4.62 0.75 -3.46 -0.18
C 2.27 -0.16 -1.59 0.14
C 1.63 -1.27 -0.53 0.29
C 0.13 -0.90 0.08 0.34
O -0.67 -1.94 0.36 -0.52
C -0.28 0.69 0.25 0.26
C -1.34 1.27 1.36 0.13
C -2.06 0.16 2.39 -0.68
C -3.39 -0.39 1.54 -0.36
C -3.64 -2.01 1.69 -0.10
F -5.10 -2.22 1.82 -0.35
C -1.81 2.83 1.56 -0.39
C -1.15 3.94 0.52 -0.39
C -0.07 3.40 -0.62 -0.51
C 0.38 1.81 -0.79 0.22
C 1.41 1.24 -1.93 0.40
O 1.52 1.89 -3.09 -0.53
H 0.81 -4.76 2.91 0.25
H 1.37 -3.13 3.83 0.22
H 2.26 -4.75 4.19 0.31
H 3.48 -4.66 1.87 0.26
H 3.36 -2.81 2.29 0.32
H 5.96 -3.02 -3.82 0.16
H 3.89 0.77 -4.69 0.19
H -2.36 0.65 3.42 0.42
H -1.27 -0.68 2.58 0.13
H -4.28 0.29 1.86 0.41
H -3.19 -0.19 0.38 0.22
H -3.01 -2.38 2.60 0.19
H -3.19 -2.53 0.72 0.15
H -2.60 3.16 2.36 0.29
H -1.50 5.05 0.64 0.28
H 0.40 4.22 -1.35 0.28
C -3.49 4.62 -3.10 -0.95
C -3.52 4.25 -1.62 0.68
O -3.43 3.02 -1.38 -0.67
O -3.63 5.23 -0.83 -0.76
H -3.39 3.74 -3.73 0.29
H -4.42 5.14 -3.37 0.26
H -2.64 5.29 -3.29 0.23
```

F_max   7.996 eV/Å
DFT total energy   -59407.994 eV
Kohn-Sham gap   4.67 eV
Highest occupied orbital energy   -0.1640 hartree
Charge   -1